Computed, not measured: C15H33CuN5O8 as an isolated structure at a distorted geometry, with ωB97M-V/def2-TZVPD.

Cartesian coordinates (Å):
1 O 0.29749 -2.89756 -1.48733
2 N -1.22320 3.66226 0.23705
3 H -3.68512 -4.57760 0.03682
4 H -3.85263 -1.85744 1.61248
5 N 0.33847 -1.76663 3.50006
6 C 4.01157 1.22234 1.30455
7 H -1.07592 -0.65632 4.52933
8 H -0.52526 -1.81055 -3.09450
9 H -4.50413 -1.68705 0.07497
10 H -2.72340 4.18366 -1.13660
11 H 2.80419 4.09086 -1.81256
12 C -1.00567 -1.22944 3.59674
13 N -2.37997 -3.05538 -0.61949
14 H -1.42518 -1.14800 -4.45146
15 H -1.58757 1.78099 -3.73981
16 C -0.45246 2.37475 2.14253
17 C 2.56747 3.03208 -1.66239
18 O 2.45921 0.57100 -0.43428
19 H -0.77599 1.21007 -5.18105
20 H -1.06158 4.46604 0.81471
21 H -4.36919 -3.36600 -1.14427
22 H 0.31833 1.64096 2.34992
23 H 4.18069 3.19054 -0.37973
24 H 0.12582 2.16226 -4.00163
25 H 3.36193 -1.10998 3.32543
26 O 1.09907 -0.88879 1.58155
27 H 0.52163 -2.36476 4.28674
28 H -3.67256 -0.26421 0.68729
29 C 1.48053 -3.37165 -1.62004
30 H -1.66523 2.90148 -1.65753
31 O -0.94806 1.39408 0.10053
32 C -3.64811 -1.34562 0.66518
33 C 3.22063 1.39186 0.03081
34 H -0.08246 3.30803 2.58168
35 H -1.46653 -3.42787 -0.86699
36 H 3.64549 0.26968 1.68803
37 N -0.70744 -1.05408 -3.75494
38 H 3.77037 2.00234 2.02173
39 H 5.05560 1.08669 1.02916
40 O 1.77126 -4.49580 -2.06765
41 O -1.33103 -1.28331 0.18898
42 H -1.08413 4.63842 -1.56532
43 C 2.68143 -1.93548 3.10735
44 H -1.73725 -2.01494 3.80421
45 H -3.24477 -4.66733 -1.61469
46 H 2.76910 2.67423 -2.67619
47 O 0.49616 0.17307 -2.36646
48 C -0.63789 1.39789 -4.11584
49 C -0.25948 0.14368 -3.33349
50 C -1.68180 3.84232 -1.11702
51 Cu 0.74205 -1.00970 -0.54358
52 H 3.22675 -2.46577 2.32254
53 N 3.49968 2.51474 -0.67471
54 H -1.29901 -0.61450 2.75273
55 C -3.49981 -3.94521 -0.83958
56 C 1.31422 -1.48613 2.62768
57 C -2.37501 -1.93140 0.13483
58 H -1.42109 2.15969 2.61248
59 H 1.55512 2.86559 -1.30191
60 O 2.34547 -2.50607 -1.20594
61 H 2.65729 -2.56671 3.99343
62 C -0.90807 2.44968 0.72546

Atomic forces in eV per Å
O -2.24 0.72 0.04
N -0.21 -0.10 -0.12
H -0.42 0.28 0.06
H 0.09 0.63 0.33
N -1.07 -0.42 0.98
C -0.88 -1.15 -0.33
H 0.19 0.43 -0.24
H 0.05 -0.24 -0.17
H 0.12 0.17 -0.22
H 0.04 0.00 0.07
H -0.38 0.12 0.56
C -0.32 0.19 0.61
N -0.58 -0.62 0.48
H 0.05 0.02 0.01
H 0.02 0.02 0.10
C -0.49 1.07 0.96
C 0.79 0.43 -0.54
O -0.49 -0.01 0.40
H 0.04 -0.18 0.03
H -0.05 0.04 0.02
H -0.20 -0.32 0.07
H -0.35 -0.49 -0.39
H 0.10 -0.30 0.52
H 0.03 -0.07 0.18
H -0.47 0.33 0.12
O 0.43 0.17 0.57
H 0.63 0.05 -0.10
H 0.45 0.01 0.33
C 1.53 -1.21 -0.38
H 0.48 0.00 0.05
O -0.53 1.14 -0.30
C -0.99 -1.54 -0.01
C 0.67 0.11 -0.65
H -0.24 0.16 -0.23
H 0.38 0.51 -0.12
H 0.20 0.09 0.19
N -0.42 0.11 0.10
H 0.47 0.19 -0.02
H 0.16 0.41 0.37
O -0.47 1.03 0.37
O -0.20 0.21 1.04
H 0.03 -0.33 -0.41
C 0.75 -0.32 -0.56
H 0.09 -0.25 -0.67
H 0.04 0.31 -0.24
H -0.48 -0.78 0.23
O -0.29 0.97 -0.10
C -0.09 -0.35 0.03
C 0.59 -0.35 0.00
C -0.60 0.77 0.05
Cu 0.73 -1.80 -0.91
H -0.38 -0.14 -0.13
N -0.15 0.97 -0.34
H 0.18 -0.17 -0.21
C 0.26 -0.26 0.34
C 0.22 0.09 -0.14
C 1.07 0.72 -2.08
H 0.48 -0.32 0.67
H -0.14 -0.03 -0.49
O 0.37 0.98 0.62
H -0.18 -0.02 -0.01
C 1.54 -1.69 -0.42

Frontier orbital gap (spin up / spin down): 7.6452 / 7.2432 eV
Relative energy (zero: lowest compared OMol25 entry of this formula, charge and spin): 38.0 kcal/mol
Spin multiplicity: 2
Highest occupied orbital energy (spin up / spin down): -7.294 / -6.922 eV
LUMO level (spin up / spin down): 0.35 / 0.32 eV
Total charge: 0

Löwdin charges in e: O -0.09; N 0.01; H 0.08; H 0.09; N 0.03; C 0.02; H 0.08; H 0.09; H 0.07; H 0.08; H 0.08; C -0.06; N 0.03; H 0.10; H 0.07; C 0.00; C -0.07; O 0.06; H 0.08; H 0.13; H 0.07; H 0.07; H 0.13; H 0.08; H 0.07; O 0.02; H 0.13; H 0.09; C -0.90; H 0.07; O 0.04; C 0.02; C -0.52; H 0.08; H 0.11; H 0.05; N 0.19; H 0.09; H 0.09; O 0.01; O -0.01; H 0.09; C 0.02; H 0.08; H 0.09; H 0.09; O 0.01; C 0.01; C -0.53; C -0.07; Cu 0.53; H 0.10; N 0.01; H 0.07; C -0.08; C -0.49; C -0.49; H 0.10; H 0.08; O 0.01; H 0.07; C -0.55

=====

Computed, not measured: a 9-piece molecular cluster, C15H33FN10O16 overall at a distorted geometry, with ωB97M-V/def2-TZVPD.

Cartesian coordinates (Å):
1 O -1.33017 9.46306 5.88367
2 N -0.21995 -4.58450 -4.14465
3 C 0.57106 5.69614 4.38334
4 C 2.54822 -3.34787 -0.76251
5 H 0.90941 4.76152 0.41909
6 H -1.85552 -1.48957 -1.27700
7 O -1.99480 -5.05762 1.33549
8 O 5.58552 -3.19836 0.43519
9 H -0.45878 -5.57570 -0.43425
10 C 2.89102 -2.15676 -1.77288
11 C -0.53039 -1.69171 0.54739
12 H -0.15063 6.45906 4.67537
13 N 2.26431 -4.43935 -0.30382
14 O -2.32640 7.52886 5.92708
15 C 0.12537 4.09685 0.05603
16 H -3.48766 3.25974 -1.59972
17 C -1.00537 8.10769 7.73479
18 N 1.92391 6.19854 4.74086
19 H 4.33039 -3.76240 2.63567
20 H 0.38768 4.76679 4.92033
21 H -2.35776 1.91285 -1.24990
22 H -1.82462 7.95938 8.43785
23 O -0.82540 3.91371 2.15675
24 C 0.22396 -1.71902 -2.05499
25 O 2.57923 5.53430 5.53132
26 O -2.09075 4.59381 0.52119
27 H 3.32466 -2.54616 -2.77718
28 H 3.77122 -1.57151 -1.28726
29 H -4.15908 -2.04554 -5.92345
30 N -1.22256 -5.99318 1.48480
31 H -0.48256 -7.30598 0.03453
32 H -3.37070 -0.42896 -5.98404
33 O 2.28142 7.24247 4.21595
34 O -2.23942 3.82960 -3.80261
35 H -0.19760 4.39119 -0.93976
36 N -1.83316 3.14864 -2.87466
37 H 0.17808 -2.86004 -2.01991
38 C 1.70179 -1.09079 -1.98603
39 H -0.11055 -0.81088 1.18041
40 N -1.02701 4.21153 0.98777
41 H -2.60933 -1.76728 -5.06471
42 O 7.15608 -4.07165 1.66093
43 H 0.29722 -2.48310 0.52642
44 H -0.39061 8.95589 8.03232
45 N 1.74719 0.93706 -0.05709
46 C -0.80298 -1.11819 -0.95020
47 H -0.39920 7.20720 7.63738
48 N -1.60306 8.39229 6.40360
49 H 0.45239 3.05705 0.06325
50 C -0.28412 -6.28831 0.37053
51 H 1.89192 -0.60071 -3.02352
52 N 5.98664 -3.88391 1.36434
53 C -3.55052 -1.32040 -5.38359
54 O -1.15106 -6.71112 2.47093
55 O -5.40197 -0.37955 -4.36868
56 H 5.45069 -5.11746 2.98619
57 H 0.55624 5.52831 3.30756
58 C -0.38722 -5.67047 -5.14590
59 H 4.37317 -5.20097 1.55549
60 O -1.22941 -4.19924 -3.57502
61 H 0.72864 -6.18982 0.75889
62 F -0.35989 -1.34270 -3.35687
63 H 0.58679 -5.91048 -5.56977
64 C 4.95370 -4.54525 2.20418
65 H -0.80592 -6.53308 -4.62813
66 H -3.43720 1.81971 -2.67815
67 H -1.06424 -5.30470 -5.91745
68 H -0.87051 0.03391 -0.97985
69 C -2.86000 2.48069 -2.03167
70 O -0.65828 2.96901 -2.57916
71 O 0.91161 -4.15688 -3.96366
72 O -3.80125 -1.11224 -3.09039
73 C 1.87843 0.08415 -0.91138
74 N -4.31448 -0.90279 -4.17902
75 H -1.48590 -2.05481 1.06195

Atomic forces in eV per Å
O -0.26 -0.72 0.19
N 0.06 0.25 0.16
C -0.19 -0.19 0.08
C -1.07 -4.39 -0.31
H -0.05 -0.18 0.10
H 1.89 0.57 0.36
O 0.38 -0.55 0.25
O 0.31 -0.27 0.39
H -0.01 -0.05 0.22
C 1.04 0.25 1.26
C 0.70 1.40 -0.02
H 0.07 -0.03 -0.20
N 1.68 6.42 -2.20
O 0.44 0.49 0.18
C 0.13 0.13 -0.25
H 0.05 -0.08 -0.15
C 0.20 0.13 0.27
N 0.31 0.06 0.12
H -0.01 -0.10 -0.19
H 0.12 0.15 -0.10
H -0.02 0.13 -0.17
H 0.09 -0.12 -0.14
O -0.33 0.22 -0.62
C -1.67 1.27 0.60
O -0.21 0.52 -0.42
O 0.45 -0.31 0.46
H -1.21 0.20 1.88
H -1.46 -1.16 -0.76
H -0.02 0.21 0.01
N -0.32 0.13 0.22
H 0.07 0.06 0.17
H -0.16 -0.11 0.02
O -0.09 -0.63 0.37
O 0.44 -0.42 0.57
H 0.03 -0.01 0.31
N 0.07 0.12 -0.25
H 0.47 1.76 -0.08
C 0.71 0.58 -0.30
H -0.70 -1.60 -0.98
N -0.17 0.08 0.03
H -0.17 0.11 0.10
O -0.69 0.24 -0.37
H -1.43 0.87 0.14
H -0.13 -0.10 -0.16
N 1.09 -4.67 -4.80
C -0.92 -0.93 -0.25
H -0.18 0.03 0.04
N -0.12 0.30 -0.37
H 0.07 0.15 0.10
C 0.09 0.02 -0.26
H -0.35 -0.78 1.86
N 0.41 0.05 -0.03
C 0.35 -0.19 -0.13
O -0.11 0.48 -0.53
O 0.65 -0.27 0.22
H 0.03 0.15 -0.18
H -0.05 0.12 0.17
C 0.18 -0.20 -0.25
H -0.04 0.23 0.02
O 0.69 -0.22 -0.23
H -0.16 -0.08 -0.06
F 1.24 -0.50 1.73
H -0.13 0.12 0.14
C -0.07 -0.24 0.28
H -0.08 0.17 -0.07
H 0.00 0.15 0.06
H -0.03 -0.08 0.18
H 0.51 -1.86 -0.02
C -0.10 -0.19 0.24
O -0.59 0.10 -0.45
O -0.64 -0.17 0.04
O -0.42 0.25 -0.46
C -2.01 2.38 2.87
N -0.18 0.04 0.31
H 1.50 0.30 -0.95

SMILES string: CC[C@@H](F)[C@@H](C#N)CC#N.C[N+](=O)[O-].C[N+](=O)[O-].C[N+](=O)[O-].C[N+](=O)[O-].C[N+](=O)[O-].C[N+](=O)[O-].C[N+](=O)[O-].C[N+](=O)[O-]
Frontier orbital gap: 10.3334 eV
Spin multiplicity: 1
Highest occupied orbital energy: -10.958 eV
LUMO level: -0.62 eV
Total charge: 0

Löwdin charges in e: O 0.07; N -0.42; C 0.04; C -0.14; H 0.10; H 0.11; O 0.05; O 0.04; H 0.08; C -0.11; C -0.09; H 0.09; N 0.14; O 0.05; C 0.04; H 0.10; C 0.04; N -0.44; H 0.10; H 0.10; H 0.08; H 0.10; O 0.04; C -0.23; O 0.05; O 0.06; H 0.14; H 0.12; H 0.10; N -0.44; H 0.10; H 0.10; O 0.06; O 0.07; H 0.07; N -0.42; H 0.12; C -0.19; H 0.07; N -0.42; H 0.08; O 0.07; H 0.05; H 0.10; N 0.15; C -0.17; H 0.10; N -0.45; H 0.06; C 0.02; H 0.17; N -0.44; C 0.04; O 0.06; O 0.06; H 0.09; H 0.08; C 0.05; H 0.08; O 0.06; H 0.07; F -0.10; H 0.10; C 0.03; H 0.10; H 0.09; H 0.10; H 0.10; C 0.05; O 0.03; O 0.06; O 0.05; C -0.11; N -0.44; H 0.08